A gas-phase ion, C5H5N2O (charge +1) in a non-equilibrium geometry, computed with ωB97M-V/def2-TZVPD.

The geometry in ORCA input format:
```
! wB97M-V def2-TZVPD RIJCOSX def2/J DEFGRID3
* xyz 1 1
O 1.8259 0.6990 -0.5695
N 0.8720 2.4312 1.2770
N -0.0748 1.7617 1.2936
C -0.8489 0.8524 1.3079
C -0.0471 -1.7547 -1.2941
C -0.2014 -0.7060 -0.2270
C 0.8639 0.1475 -0.3309
C -1.2424 -0.2552 0.6091
H -0.2923 -1.4184 -2.3252
H 1.0050 -1.8558 -1.3448
H -2.1675 -0.6755 0.6532
H -0.6441 -2.5691 -0.9068
H 0.9517 3.3430 1.8574
*
```

Properties
- Energy relative to the best compared isomer or geometry (same formula, charge and spin): 94.75 kcal/mol
- LUMO (spin up / spin down): -6.13 / -6.13 eV
- Frontier orbital gap (spin up / spin down): 7.5 / 7.5 eV
- Max |F|: 6.27 eV/Å
- SMILES: CC(=C=O)C=C=[N+]=N